30
Properties=species:S:1:pos:R:3 method="wB97M-V/def2-TZVPD" homo_lumo_gap_ev=9.47 smiles=CO.CO.CO.CO.O.O e_tot_ha=-615.734497 total_charge=0
C 1.2927 -3.0508 -1.3851
O 2.5216 -2.6069 -0.9902
H 0.9247 -3.6407 -0.5456
H 0.5365 -2.2899 -1.5778
H 1.3719 -3.7592 -2.2097
H 2.8585 -3.2083 -0.3221
C 0.1544 -0.4614 0.9450
O -0.9720 0.2273 0.2505
H 1.0230 0.0560 0.5376
H 0.1283 -0.4475 2.0346
H 0.1912 -1.4685 0.5297
H -0.6704 0.4500 -0.6332
C 0.0109 1.8970 -3.3008
O -0.1205 0.7647 -2.4876
H 0.8480 1.7789 -3.9888
H -0.8441 2.1395 -3.9320
H 0.1163 2.7311 -2.6071
H 0.4229 0.1388 -2.9720
C -1.6503 2.6388 2.5349
O -1.4394 2.7793 1.1422
H -0.8191 2.0314 2.8930
H -1.5701 3.6031 3.0368
H -2.5372 2.0148 2.6450
H -1.2797 1.8999 0.7918
O -3.7155 -0.8082 0.0003
H -2.8200 -0.5074 0.1548
H -3.8499 -1.5030 0.6448
O 2.9712 -0.2498 2.9581
H 3.0409 -1.1837 2.7602
H 3.8750 0.0351 3.0930